{"formula": "C20H28BrFNO18PS4", "method": "the ωB97M-V functional and the def2-TZVPD basis", "largest_force_ev_per_a": 9.3, "orbital_gap_ev": 7.41, "smiles": "CCN1C(=O)c2cc(P(O)Br)c(CCCCS(=O)(=O)O)c(F)c2C1=O.O=S1(=O)OCCO1.O=S1(=O)OCCO1.O=S1(=O)OCCO1", "lumo_energy_ha": -0.0836, "energy_ha": -6795.400165, "total_charge": 0, "homo_ha": -0.356, "species": ["H", "C", "C", "H", "H", "C", "H", "C", "O", "O", "H", "S", "H", "O", "H", "C", "O", "O", "O", "H", "C", "O", "F", "H", "C", "C", "C", "C", "C", "H", "S", "S", "H", "S", "H", "C", "H", "H", "N", "O", "O", "O", "O", "O", "O", "C", "H", "O", "C", "H", "C", "O", "C", "H", "H", "H", "H", "H", "P", "H", "C", "H", "H", "O", "H", "O", "H", "H", "C", "C", "O", "H", "Br", "C"], "coordinates": [[-2.505793, 3.709289, -1.953104], [1.431892, -0.232900, 0.052017], [-2.254890, 3.197082, -0.924081], [-7.421734, 4.435355, 3.218182], [1.317522, 5.916477, 1.200698], [-3.924449, 5.014997, 0.787943], [-1.284777, 2.240823, -4.349717], [1.018451, -5.330320, 3.266393], [0.132778, -4.964691, -2.362367], [0.611015, -4.518898, 0.161476], [0.199506, -0.342892, 1.984238], [3.477923, -4.174328, -7.017087], [0.490489, -5.775822, -6.523707], [1.870623, 4.842174, -0.456255], [1.864600, -4.871924, 2.744420], [1.478195, -6.490330, 4.145446], [3.367806, -2.805361, -7.464528], [-1.689718, 1.473052, -3.810394], [3.929593, 5.073936, 0.853164], [-0.707479, -1.166361, 0.552712], [3.354756, 6.348100, 0.572366], [-3.342496, 3.871498, 4.393889], [-1.383832, 1.165067, 3.351164], [1.815808, -5.248468, -4.233463], [-1.274272, 1.846480, -0.815961], [1.884189, 6.066400, 0.276057], [-5.392792, 5.585934, 2.850711], [-6.439948, 4.730047, 3.827627], [-2.902580, 3.773730, 0.467057], [0.265485, -5.638866, 2.536245], [1.206090, -4.497633, 5.614851], [-0.005090, -3.987424, -1.154371], [2.788004, -1.533727, -1.351706], [3.158828, 3.938937, -0.028948], [3.861692, 6.761038, -0.306172], [-2.599244, 3.052829, 1.907729], [1.420413, 6.865500, -0.308431], [2.131824, -2.398730, 0.188508], [-4.444960, 4.633575, 2.156423], [0.191859, -4.775144, 6.607550], [0.474508, -4.364117, 4.164038], [-4.245372, 6.079527, 0.033782], [2.147090, -4.983876, -7.500760], [2.712266, 2.893242, 0.861842], [-1.715082, -3.874188, -0.857354], [1.864744, -4.716945, -5.187592], [-1.898022, -3.170843, -0.167378], [2.017571, -5.880594, 5.315948], [0.611648, -2.259525, -1.646302], [1.179869, -3.863176, -5.163650], [-1.618584, 1.741966, 1.985836], [4.632645, -5.001520, -7.288197], [-3.446130, 3.879155, 3.043467], [-6.718857, 5.358057, 4.804063], [0.631037, -7.114194, 4.449498], [2.048405, -6.604803, -6.252625], [-0.363869, -1.572105, -1.612040], [2.229449, -7.113092, 3.653964], [-0.593125, 1.176209, -2.468736], [0.990571, -2.335316, -2.759090], [1.808163, -1.684195, -0.685853], [1.607984, 0.693246, -0.663852], [-4.851946, 6.394101, 3.510558], [3.942720, 3.681095, -1.216450], [3.486630, 7.025723, 1.419247], [3.183364, -4.221941, -5.414318], [-6.080662, 6.094912, 2.018168], [2.257468, -0.118309, 0.906963], [-0.016754, -0.240916, 0.814434], [-0.931731, 1.100760, 0.602278], [2.164415, -3.425018, 5.747195], [-5.978589, 3.724691, 4.225346], [1.210116, 2.544054, -2.956582], [1.562769, -5.630566, -6.372424]], "atomic_forces_ev_per_a": [[0.63, -1.25, 2.34], [1.04, -0.26, 0.35], [0.24, -1.25, 4.57], [2.16, 0.81, 1.40], [0.06, 0.07, -0.06], [-0.44, 2.08, -2.05], [-1.06, -1.60, 1.12], [0.52, -0.38, -0.50], [-0.83, 4.07, 4.21], [-2.02, 2.52, -4.28], [-0.69, 0.37, -2.63], [0.38, 0.02, -0.24], [0.22, 0.19, -0.17], [1.01, -0.46, 0.04], [-0.11, -0.11, -0.02], [-0.61, -0.26, -0.34], [0.31, -1.80, 0.37], [2.54, 2.05, 1.33], [-0.75, -0.90, -0.21], [1.49, 1.85, 0.31], [-0.15, 0.53, -0.52], [-0.98, 0.24, -9.27], [-0.61, 1.69, -4.75], [0.18, 0.17, -0.17], [-2.21, 2.69, 2.97], [-0.07, 0.42, 0.62], [-1.85, 0.14, 0.67], [-0.19, -0.27, 0.18], [2.11, -2.79, 0.13], [0.05, 0.23, 0.23], [-0.10, 0.15, 0.37], [0.83, -5.16, 0.35], [-2.30, -0.27, 1.44], [0.19, -0.16, -0.17], [-0.09, 0.04, 0.08], [1.54, -1.12, -2.74], [0.08, -0.31, -0.08], [-1.01, 1.04, -1.93], [1.68, 1.65, 0.69], [1.36, 0.66, -1.21], [0.21, -0.26, 1.10], [1.81, -6.94, 5.05], [0.62, 0.92, 0.27], [0.73, 1.08, -1.23], [2.44, 1.10, -0.05], [-0.73, -0.10, 0.08], [0.52, -1.07, -0.86], [-0.16, 1.12, 0.04], [-0.12, 1.17, -0.14], [-0.02, -0.13, 0.01], [-1.19, 2.03, -1.51], [-1.36, 1.36, 0.32], [0.43, -0.57, 3.18], [0.53, -1.27, -2.39], [0.06, 0.02, -0.11], [-0.10, 0.07, 0.07], [2.24, -1.56, -0.15], [0.03, 0.23, 0.25], [-0.53, -0.57, -0.64], [-1.01, -0.16, 2.31], [0.60, 0.66, 0.35], [-0.67, -2.03, 1.43], [-0.85, -1.64, -1.53], [-1.13, 0.01, 1.55], [0.06, -0.34, -0.02], [0.38, -0.25, -1.06], [1.97, -1.00, 1.80], [-1.83, -0.12, -1.97], [-0.41, 0.41, 0.72], [-2.07, 2.60, 0.60], [-1.26, -1.38, 0.10], [-0.70, 2.10, -0.90], [-1.14, -0.33, 0.26], [0.07, -0.47, 0.57]], "mulliken_charge": [0.29, -0.07, -0.56, 0.27, 0.28, 0.32, 0.34, -0.21, -0.60, -0.50, 0.34, 1.10, 0.31, -0.17, 0.21, -0.32, -0.54, -0.49, -0.30, -0.19, -0.40, -0.53, -0.31, 0.25, 0.49, -0.31, -0.41, -0.83, 0.07, 0.27, 1.10, 1.09, 0.32, 1.06, 0.30, 0.17, 0.30, 0.26, 0.14, -0.54, -0.28, -0.57, -0.32, -0.51, -0.53, -0.15, 0.36, -0.31, -0.27, 0.17, 0.05, -0.54, 0.11, 0.26, 0.30, 0.31, 0.08, 0.31, 0.20, 0.28, -0.58, -0.19, 0.29, -0.55, 0.32, -0.30, 0.31, 0.35, -0.08, 0.21, -0.54, 0.26, -0.20, -0.30]}